[1]
Formula: C52H52N2O5PtSTe
Source: the Open Molecules 2025 dataset
Level of theory: wB97M-V/def2-TZVPD

As for the frontier orbital gap: 0.3035 Eh. Its charge is 0. The LUMO energy is 0.0093 Eh.

XYZ file:
```
114
C52H52N2O5PtSTe wB97M-V/def2-TZVPD
Pt -0.01 -0.80 -0.25
C 4.34 -0.27 5.07
C 3.66 -1.15 4.05
C 4.07 -2.61 4.15
O 3.94 -0.65 2.76
C 2.77 -0.80 1.96
C 1.65 -0.63 2.99
O 2.25 -1.07 4.21
C 0.34 -1.41 2.78
O -0.38 -0.88 1.70
C 0.67 -2.91 2.71
C 0.75 -3.67 3.88
C 1.10 -5.02 3.83
C 1.38 -5.63 2.62
C 1.32 -4.88 1.46
C 0.96 -3.54 1.50
C -0.60 -1.12 3.97
C -0.44 -0.03 4.82
C -1.37 0.26 5.81
C -2.49 -0.53 5.98
C -2.66 -1.63 5.15
C -1.73 -1.92 4.17
C 2.81 0.22 0.80
O 1.91 -0.17 -0.20
C 2.56 1.65 1.29
C 3.36 2.24 2.26
C 3.10 3.53 2.70
C 2.05 4.26 2.16
C 1.26 3.68 1.17
C 1.52 2.39 0.74
C 4.20 0.14 0.13
C 4.86 -1.08 -0.01
C 6.07 -1.18 -0.68
C 6.65 -0.04 -1.23
C 6.00 1.18 -1.11
C 4.79 1.26 -0.44
H 5.42 -0.24 4.88
H 4.17 -0.65 6.07
H 3.94 0.74 5.00
H 5.15 -2.70 4.03
H 3.57 -3.20 3.38
H 3.78 -3.02 5.12
H 2.74 -1.80 1.52
H 1.39 0.43 3.05
H 0.56 -3.21 4.83
H 1.16 -5.58 4.76
H 1.66 -6.68 2.59
H 1.53 -5.34 0.50
H 0.90 -2.97 0.58
H 0.43 0.61 4.74
H -1.21 1.12 6.45
H -3.21 -0.31 6.75
H -3.53 -2.28 5.27
H -1.89 -2.79 3.55
H 4.19 1.69 2.67
H 3.73 3.98 3.46
H 1.85 5.27 2.50
H 0.44 4.24 0.73
H 0.90 1.93 -0.02
H 4.43 -1.98 0.42
H 6.56 -2.14 -0.76
H 7.60 -0.11 -1.75
H 6.44 2.07 -1.54
H 4.30 2.22 -0.35
Te -2.38 -1.45 -0.97
C -2.92 -3.38 -0.34
C -2.32 -3.96 0.77
C -2.70 -5.23 1.18
C -3.67 -5.92 0.47
C -4.26 -5.34 -0.64
C -3.89 -4.07 -1.06
C -3.70 -0.44 0.33
C -4.82 0.19 -0.19
C -5.71 0.82 0.67
C -5.49 0.81 2.04
C -4.36 0.17 2.55
C -3.46 -0.45 1.70
H -1.54 -3.42 1.29
H -2.21 -5.68 2.04
H -3.97 -6.91 0.79
H -5.02 -5.88 -1.20
H -4.35 -3.63 -1.93
H -5.00 0.20 -1.25
H -6.58 1.32 0.27
H -6.18 1.29 2.71
H -4.17 0.17 3.62
H -2.56 -0.89 2.08
O 0.02 -0.33 -2.37
C 0.75 -0.71 -3.28
C 1.65 -1.90 -3.23
C 3.04 -1.34 -2.85
C 3.54 -0.10 -3.62
C 2.79 1.22 -3.34
C 1.47 1.40 -4.12
N 0.90 0.07 -4.40
H 1.68 -2.37 -4.22
H 1.30 -2.63 -2.50
H 3.77 -2.14 -2.97
H 3.00 -1.08 -1.79
H 3.59 -0.29 -4.70
H 4.57 0.05 -3.31
H 3.45 2.06 -3.57
H 2.58 1.27 -2.27
H 1.62 1.89 -5.08
H 0.75 1.98 -3.55
H 1.46 -0.41 -5.09
S -3.06 3.54 0.56
C -2.90 3.45 -1.14
C -1.99 2.49 -1.46
N -1.42 1.85 -0.40
C -1.89 2.30 0.72
H -3.48 4.08 -1.80
H -1.71 2.20 -2.46
H -1.58 1.92 1.69
```

***

[2]
Formula: C20H64Cl2N20O11Sb
Source: the Open Molecules 2025 dataset
Level of theory: wB97M-V/def2-TZVPD

As for the frontier orbital gap: 0.1894 Eh. Its charge is -1. The LUMO energy is 0.0657 Eh.

XYZ file:
```
118
C20H64Cl2N20O11Sb wB97M-V/def2-TZVPD
C -2.64 -0.55 -1.75
O -2.54 -1.97 -1.33
C -1.19 -2.40 -1.80
C -0.91 -4.01 -1.65
C 0.67 -4.43 -1.55
C 1.51 -3.69 -0.36
C 3.10 -3.40 -0.72
C 3.62 -2.12 0.16
Sb 3.05 -0.13 -0.60
C 3.27 -0.70 -2.73
Cl 1.74 -1.57 -3.42
C 3.43 0.67 -3.68
C 4.74 1.56 -3.23
Cl 1.85 1.65 -3.82
H -3.14 0.03 -0.84
H -1.60 -0.04 -1.93
H -3.26 -0.42 -2.75
H -0.37 -1.73 -1.32
H -1.18 -2.16 -2.97
H -1.36 -4.51 -2.64
H -1.51 -4.52 -0.75
H 1.26 -4.33 -2.56
H 0.68 -5.60 -1.29
H 1.53 -4.45 0.56
H 1.04 -2.70 0.04
H 3.33 -3.35 -1.87
H 3.69 -4.35 -0.31
H 4.80 -2.14 0.39
H 3.11 -2.23 1.24
H 4.78 0.28 -0.62
H 2.75 1.51 -1.12
H 1.35 -0.54 -0.68
H 2.88 0.41 1.07
H 4.19 -1.37 -2.98
H 3.65 0.25 -4.77
H 5.57 0.77 -2.91
H 5.10 2.22 -4.14
H 4.55 2.24 -2.30
C -2.82 3.40 -0.96
O -1.98 2.58 -1.30
N -3.36 3.43 0.28
N -3.29 4.35 -1.79
H -4.05 4.10 0.58
H -3.03 2.73 0.94
H -2.92 4.36 -2.73
H -3.99 5.03 -1.53
C -1.71 -7.54 0.56
O -0.71 -6.88 0.80
N -2.84 -7.00 0.06
N -1.77 -8.87 0.77
H -3.67 -7.53 -0.15
H -2.83 -6.00 -0.12
H -0.95 -9.31 1.14
H -2.59 -9.43 0.57
C -6.02 6.62 -0.28
O -4.92 6.13 -0.50
N -6.19 7.67 0.54
N -7.15 6.14 -0.83
H -7.09 8.09 0.74
H -5.36 8.06 0.97
H -7.07 5.35 -1.45
H -8.06 6.53 -0.65
C 8.53 2.13 -2.78
O 8.20 2.13 -1.61
N 8.61 1.00 -3.52
N 8.83 3.25 -3.46
H 8.88 0.98 -4.49
H 8.39 0.13 -3.05
H 8.78 4.12 -2.94
H 9.10 3.27 -4.42
C 3.41 -7.26 -1.19
O 3.60 -6.41 -0.34
N 2.36 -8.10 -1.17
N 4.25 -7.44 -2.23
H 2.19 -8.81 -1.87
H 1.71 -8.00 -0.41
H 5.05 -6.84 -2.29
H 4.11 -8.14 -2.95
C 5.06 3.05 3.20
O 4.16 3.13 4.02
N 6.33 2.77 3.55
N 4.87 3.23 1.88
H 7.09 2.70 2.89
H 6.52 2.63 4.53
H 3.93 3.44 1.58
H 5.60 3.17 1.20
C -6.14 8.64 3.85
O -5.88 9.23 2.81
N -5.42 7.59 4.28
N -7.17 8.97 4.64
H -5.62 7.09 5.13
H -4.63 7.31 3.72
H -7.74 9.75 4.34
H -7.40 8.49 5.49
C 0.23 3.19 5.19
O -0.67 3.27 6.01
N 1.50 2.91 5.54
N 0.03 3.37 3.87
H 2.26 2.84 4.88
H 1.69 2.77 6.52
H -0.91 3.58 3.57
H 0.77 3.30 3.19
C -3.84 -6.99 -4.09
O -4.74 -6.91 -3.27
N -2.57 -7.26 -3.74
N -4.03 -6.81 -5.41
H -1.81 -7.33 -4.40
H -2.38 -7.40 -2.76
H -4.98 -6.60 -5.71
H -3.30 -6.87 -6.10
C -4.21 2.95 5.47
O -4.10 4.14 5.23
N -5.37 2.38 5.82
N -3.16 2.10 5.42
H -5.48 1.40 6.02
H -6.18 2.98 5.87
H -2.27 2.49 5.16
H -3.23 1.12 5.62
```

***

[3]
Formula: C3H9N2O2S
Source: the Open Molecules 2025 dataset
Level of theory: wB97M-V/def2-TZVPD

The SMILES is C/[NH+]=C(/N)S(C)(=O)=O. As for the frontier orbital gap: 0.3961 Eh. For the energy relative to the best compared isomer or geometry (same formula, charge and spin), the calculation gives 2.1315 eV. Its charge is +1. The LUMO energy is -0.1729 Eh.

XYZ file:
```
17
C3H9N2O2S wB97M-V/def2-TZVPD
C 0.57 -0.50 -0.74
C 1.41 0.97 1.14
C -1.90 -0.26 0.96
N 0.67 -1.08 -1.86
N 1.53 -0.20 0.26
O -1.74 -0.45 -1.85
O -1.05 1.64 -0.65
S -1.19 0.19 -0.66
H 1.88 1.86 0.79
H 1.87 0.61 2.06
H 0.40 1.26 1.24
H -2.77 0.30 1.27
H -2.24 -1.30 0.80
H -1.07 -0.10 1.61
H 1.40 -1.71 -2.08
H -0.29 -1.01 -2.28
H 2.50 -0.22 0.00
```

***

[4]
Formula: C4H3N
Source: the Open Molecules 2025 dataset
Level of theory: wB97M-V/def2-TZVPD

As for the frontier orbital gap: 0.3091 Eh. For the energy relative to the best compared isomer or geometry (same formula, charge and spin), the calculation gives 2.8358 eV. Its charge is 0. The LUMO energy is 0.0187 Eh.

XYZ file:
```
8
C4H3N wB97M-V/def2-TZVPD
C 1.76 -0.55 0.09
C -1.73 -0.46 -0.65
C -0.09 1.21 -0.03
C 1.07 0.44 0.10
N -1.12 0.47 -0.21
H 2.54 -1.26 0.15
H -2.40 -1.11 -0.12
H -0.14 2.28 0.03
```

***

[5]
Formula: C33H91BN23O22
Source: the Open Molecules 2025 dataset
Level of theory: wB97M-V/def2-TZVPD

As for the frontier orbital gap (spin up / spin down): 0.1435 / 0.2850 Eh. Its charge is -2. The LUMO energy (spin up / spin down) is 0.1144 / 0.1144 Eh. As for the multiplicity: 2.

XYZ file:
```
170
C33H91BN23O22 wB97M-V/def2-TZVPD
O -3.81 2.40 1.21
C -2.88 1.54 1.18
O -2.03 1.42 0.17
B -1.19 0.24 0.39
O -1.35 -0.15 1.80
C -2.45 0.45 2.26
O -3.06 0.22 3.34
O 0.21 0.53 0.00
C 0.55 -0.11 -1.05
O 1.63 -0.09 -1.57
C -0.68 -1.02 -1.47
O -1.58 -0.88 -0.50
O -0.67 -1.89 -2.33
C 4.78 -6.24 -2.18
C 4.90 -5.27 -3.39
C 3.68 -4.31 -3.42
O 2.56 -5.11 -3.75
C 1.27 -4.46 -3.83
N 6.10 -4.44 -3.30
H 5.57 -6.98 -2.24
H 3.81 -6.74 -2.23
H 4.90 -5.82 -1.18
H 4.92 -5.86 -4.30
H 3.77 -3.61 -4.25
H 3.56 -3.78 -2.47
H 0.88 -4.33 -2.82
H 0.47 -5.16 -4.07
H 1.22 -3.67 -4.59
H 5.95 -3.77 -4.04
H 6.27 -4.00 -2.41
C 1.64 4.00 4.46
C 1.62 2.76 3.52
C 2.44 1.47 3.94
O 2.89 0.63 2.84
C 2.34 -0.69 2.70
N 0.28 2.43 3.19
H 1.18 4.83 3.93
H 2.62 4.30 4.84
H 0.95 3.90 5.29
H 2.07 2.99 2.55
H 1.86 0.88 4.65
H 3.29 1.75 4.56
H 2.63 -1.12 1.74
H 1.25 -0.59 2.72
H 2.54 -1.46 3.44
H -0.28 2.26 4.02
H 0.21 1.48 2.85
C 0.03 4.38 -2.15
C -0.20 3.61 -3.40
C -1.12 2.28 -3.19
O -0.67 1.38 -4.19
C -1.74 0.50 -4.62
N -0.97 4.39 -4.35
H 0.14 3.80 -1.23
H -0.72 5.15 -1.96
H 0.83 5.09 -2.37
H 0.75 3.23 -3.79
H -2.17 2.58 -3.17
H -0.87 1.73 -2.29
H -1.95 -0.17 -3.79
H -1.35 -0.01 -5.50
H -2.65 0.95 -5.02
H -1.94 4.41 -4.04
H -1.00 3.71 -5.09
C -1.17 0.78 7.43
C -0.86 0.79 5.91
C -0.93 -0.55 5.27
O 0.13 -1.33 5.66
C -0.05 -2.73 5.64
N -1.66 1.78 5.23
H -0.39 0.15 7.86
H -2.16 0.46 7.76
H -1.06 1.80 7.79
H 0.16 1.09 5.67
H -0.92 -0.49 4.18
H -1.90 -0.97 5.54
H 0.50 -3.12 4.78
H -1.10 -3.03 5.54
H 0.29 -2.98 6.65
H -2.06 1.34 4.42
H -2.49 2.01 5.77
C 4.84 2.51 0.76
C 4.32 2.54 -0.68
C 3.47 3.71 -1.06
O 4.22 4.93 -0.95
C 3.48 6.09 -1.01
N 5.37 2.26 -1.66
H 4.05 2.50 1.51
H 5.39 3.43 0.98
H 5.43 1.60 0.82
H 3.66 1.67 -0.64
H 2.54 3.62 -0.50
H 3.11 3.61 -2.08
H 4.19 6.91 -1.06
H 3.03 6.13 -0.01
H 2.76 6.17 -1.82
H 5.91 3.12 -1.65
H 5.07 2.38 -2.61
C -5.67 -0.50 5.79
O -6.42 -1.06 6.48
N -5.63 -0.55 4.52
N -4.73 0.27 6.18
H -6.08 -1.30 4.04
H -4.84 -0.08 4.10
H -4.56 0.31 7.17
H -4.02 0.46 5.48
C -5.19 6.08 0.73
O -5.44 7.22 1.12
N -3.99 5.50 0.81
N -6.09 5.37 0.11
H -3.23 6.03 1.23
H -4.01 4.50 0.90
H -5.78 4.53 -0.36
H -7.04 5.64 -0.09
C -2.50 -3.64 -5.59
O -2.66 -4.09 -6.69
N -3.46 -3.59 -4.74
N -1.37 -3.40 -4.98
H -4.41 -3.76 -5.04
H -3.33 -2.94 -3.98
H -1.29 -3.28 -3.98
H -0.56 -3.60 -5.54
C 3.09 -0.93 -5.04
O 4.03 -1.33 -5.71
N 3.26 -0.22 -4.01
N 1.84 -1.24 -5.20
H 4.12 0.31 -3.99
H 2.60 -0.17 -3.24
H 1.06 -0.79 -4.76
H 1.65 -1.89 -5.95
C -4.92 -2.30 -0.54
O -4.51 -3.25 0.09
N -5.97 -1.62 -0.17
N -4.31 -1.75 -1.55
H -6.42 -2.09 0.60
H -6.19 -0.70 -0.53
H -4.68 -0.90 -1.96
H -3.33 -1.96 -1.64
C 2.15 -4.07 0.87
O 1.72 -4.92 1.65
N 3.43 -3.81 0.76
N 1.45 -3.26 0.08
H 4.00 -4.30 1.43
H 3.84 -3.20 0.07
H 0.45 -3.22 0.22
H 1.91 -2.83 -0.71
C 5.58 -1.30 -0.89
O 6.32 -2.23 -0.69
N 4.59 -0.88 -0.16
N 5.78 -0.49 -1.95
H 4.35 -1.52 0.58
H 4.08 -0.03 -0.33
H 5.59 0.49 -1.83
H 6.60 -0.66 -2.51
C -1.37 -4.21 2.58
O -0.63 -5.06 3.00
N -1.05 -2.99 2.25
N -2.55 -4.48 2.17
H -0.04 -2.95 2.20
H -1.64 -2.17 2.25
H -3.05 -3.88 1.52
H -2.83 -5.45 2.22
C -5.58 2.00 -2.20
O -5.68 0.89 -2.00
N -4.46 2.67 -2.07
N -6.57 2.74 -2.55
H -3.71 2.14 -1.64
H -4.33 3.66 -2.23
H -6.27 3.58 -3.03
H -7.51 2.38 -2.63
```

***

[6]
Formula: C3H6Cl2OSi
Source: the Open Molecules 2025 dataset
Level of theory: wB97M-V/def2-TZVPD

The SMILES is CC=C(Cl)Cl.O=[SiH2]. As for the frontier orbital gap: 0.3132 Eh. For the energy relative to the best compared isomer or geometry (same formula, charge and spin), the calculation gives 3.7522 eV. Its charge is 0. The LUMO energy is -0.0174 Eh.

XYZ file:
```
13
C3H6Cl2OSi wB97M-V/def2-TZVPD
C 1.01 1.32 -0.05
C -0.28 1.23 -0.79
C -0.61 0.27 -1.64
O -1.46 -1.28 1.00
Si -0.38 -2.00 1.75
Cl -2.12 0.22 -2.45
Cl 0.43 -1.05 -2.01
H 1.35 2.35 -0.03
H 1.77 0.70 -0.52
H -1.01 2.01 -0.59
H -0.51 -2.48 3.12
H 0.87 0.98 0.97
H 0.95 -2.29 1.24
```

***

[7]
Formula: C3H8NO
Source: the Open Molecules 2025 dataset
Level of theory: wB97M-V/def2-TZVPD

As for the frontier orbital gap: 0.3386 Eh. For the energy relative to the best compared isomer or geometry (same formula, charge and spin), the calculation gives 0.5724 eV. Its charge is +1. The LUMO energy is -0.1784 Eh.

XYZ file:
```
13
C3H8NO wB97M-V/def2-TZVPD
C 0.71 0.44 2.00
N 1.38 -0.64 2.12
H -0.35 0.43 2.21
H 1.25 1.34 1.75
H 2.38 -0.63 1.96
H 0.97 -1.49 2.52
O 0.19 0.12 -0.35
C -0.33 0.51 -1.38
C -1.37 -0.26 -2.11
H 0.02 1.46 -1.82
H -2.30 0.31 -2.18
H -1.01 -0.39 -3.13
H -1.53 -1.19 -1.57
```

***

[8]
Formula: CH8N2P
Source: the Open Molecules 2025 dataset
Level of theory: wB97M-V/def2-TZVPD

As for the frontier orbital gap: 0.3657 Eh. For the energy relative to the best compared isomer or geometry (same formula, charge and spin), the calculation gives 0.9246 eV. Its charge is +1. The LUMO energy is -0.1533 Eh.

XYZ file:
```
12
CH8N2P wB97M-V/def2-TZVPD
C 0.23 -1.11 -0.60
N 0.54 -2.39 -0.88
N -0.74 -0.49 -1.20
P 0.08 1.96 0.96
H 0.77 -0.46 0.13
H 0.08 -2.85 -1.71
H 0.92 -2.92 -0.17
H -0.79 0.48 -1.24
H -1.20 -1.03 -1.87
H 0.01 1.38 2.28
H -0.25 3.23 1.57
H -1.15 1.46 0.82
```

***

| no. | strongest force on any atom (eV/Å) |
| --- | --- |
| 1 | 0.74 |
| 2 | 2.90 |
| 3 | 5.00 |
| 4 | 0.96 |
| 5 | 11.07 |
| 6 | 0.67 |
| 7 | 0.74 |
| 8 | 4.23 |